No. 1
C21H26BCl5DyF4N5O2 | ωB97M-V/def2-TZVPD

Values from the calculation:
Net charge ... 0
E_tot ... -4850.75447 a.u.
ΔE to the lowest compared entry with this formula, charge and spin ... 0.0 kJ/mol
Spin multiplicity ... 6
⟨S²⟩ ... 9.33

Each line ends with the Löwdin spin population.
Positions of all 65 atoms, in Å:
Dy (-0.5373, -0.1331, -0.3970)  5.07
C (1.4580, -2.8308, -0.6080)  0.00
N (0.6408, -2.2943, 0.4728)  -0.01
C (-0.1795, -3.4071, 0.9611)  0.00
C (1.4976, -1.6767, 1.5044)  0.00
C (1.7561, -2.4382, 2.6782)  0.00
C (2.6848, -1.9892, 3.5544)  0.00
C (3.4004, -0.8421, 3.2091)  0.00
C (3.1906, -0.1507, 2.0349)  0.00
C (2.1838, -0.5377, 1.1377)  0.00
N (1.7687, 0.1720, -0.0475)  -0.01
C (2.6196, 0.8111, -0.8899)  0.00
C (3.9434, 0.4075, -1.1055)  0.00
C (4.7850, 1.0551, -1.9611)  0.00
C (4.2976, 2.1056, -2.7448)  0.00
C (2.9560, 2.4714, -2.6304)  0.00
C (2.1083, 1.8285, -1.7153)  0.00
N (0.6768, 2.1176, -1.5620)  -0.01
C (0.0986, 2.5568, -2.8326)  0.00
C (0.5808, 3.2924, -0.6111)  0.00
H (2.0191, -3.6442, -0.1563)  0.00
H (2.1269, -2.1827, -1.0881)  0.00
H (0.7752, -3.3123, -1.3035)  0.00
H (0.3676, -4.2208, 1.4149)  0.00
H (-0.6164, -3.9098, 0.0584)  0.00
H (-0.9916, -3.1606, 1.6666)  0.00
H (1.1270, -3.3020, 2.9194)  0.00
H (2.9050, -2.5173, 4.4779)  0.00
H (4.2149, -0.5246, 3.8405)  0.00
H (3.8252, 0.6564, 1.7920)  0.00
H (4.3346, -0.4865, -0.5106)  0.00
H (5.8889, 0.8021, -2.0328)  0.00
H (4.8726, 2.6135, -3.5361)  0.00
H (2.6433, 3.3532, -3.2341)  0.00
H (0.4337, 3.5583, -3.0399)  0.00
H (-1.0072, 2.5679, -2.8097)  0.00
H (0.3679, 1.8897, -3.6551)  0.00
H (1.1998, 4.1563, -1.0134)  0.00
H (1.0994, 2.9070, 0.3245)  0.00
H (-0.4326, 3.5081, -0.3834)  0.00
N (-1.2418, -0.7073, 2.0301)  -0.01
C (-1.6020, 0.4700, 2.8246)  0.00
C (-1.8777, 1.6214, 1.9115)  0.00
O (-2.3930, 2.6123, 2.3765)  0.00
O (-1.3861, 1.5022, 0.7272)  -0.01
H (-2.1668, -1.1382, 1.8759)  0.00
H (-0.6066, -1.3184, 2.5531)  0.00
H (-0.7828, 0.7295, 3.4754)  0.00
H (-2.4167, 0.2730, 3.4726)  0.00
Cl (-4.9668, 2.7971, -2.9450)  0.00
C (-4.5883, 1.0966, -2.8094)  0.00
Cl (-4.7624, 0.2931, -4.3896)  0.00
Cl (-5.6314, 0.3864, -1.6027)  0.00
C (-3.1974, 0.9025, -2.4482)  0.00
N (-2.1439, 0.6876, -2.0855)  -0.01
Cl (-4.5824, -0.9069, 1.5964)  0.00
C (-5.3023, 0.5180, 2.4163)  0.00
Cl (-4.9773, 0.4649, 4.1163)  0.00
H (-6.3414, 0.4846, 2.2525)  0.00
H (-4.7639, 1.3564, 1.9749)  0.00
F (-0.6324, -1.7221, -2.2850)  -0.01
B (-1.9105, -2.3276, -1.9237)  0.00
F (-2.2360, -1.7194, -0.6317)  -0.01
F (-2.8298, -1.9432, -2.8228)  0.00
F (-1.7437, -3.6819, -1.8385)  0.00

Cartesian forces (eV/Å) of the 2 atoms listed first:
1.8 0.5 0.7
-0.7 -2.2 0.6

***

No. 2
C7H8N4O | ωB97M-V/def2-TZVPD

Values from the calculation:
Net charge ... 0
E_tot ... -565.61113 a.u.
ΔE to the lowest compared entry with this formula, charge and spin ... 560.8 kJ/mol

Each line ends with the natural charge from an NBO analysis.
Positions of all 20 atoms, in Å:
C (-2.8573, -0.5787, 1.6089)  -0.67
C (-1.7986, -0.0492, 0.6861)  0.11
C (-0.7803, -0.2432, -1.2283)  0.36
C (-0.4710, -1.1256, -2.4213)  -0.68
C (-0.4928, 0.3658, 0.8088)  0.02
C (0.4519, 0.6955, 1.9071)  0.02
C (1.5807, 0.2168, -0.5706)  0.78
H (-3.6921, 0.4035, 2.0136)  0.21
H (-3.4976, -1.3103, 0.7017)  0.29
H (-2.5341, -0.7888, 2.6799)  0.24
H (-0.4263, -0.4129, -3.3415)  0.26
H (-1.5424, -1.8596, -2.2747)  0.25
H (0.3766, -1.8693, -2.0963)  0.25
H (0.1426, 0.6004, 2.9278)  0.22
H (3.2697, 0.7171, 0.4246)  0.41
N (-1.9557, -0.3669, -0.5762)  -0.46
N (0.1465, 0.2005, -0.3443)  -0.39
N (1.7810, 0.7251, 1.5566)  -0.27
N (2.4222, 0.3544, 0.4577)  -0.38
O (2.1687, 0.3049, -1.6795)  -0.59

Cartesian forces (eV/Å) of the 2 atoms listed first:
-3.7 2.7 -0.2
0.7 0.2 1.8

***

No. 3
C5H11NOS | ωB97M-V/def2-TZVPD

Values from the calculation:
Net charge ... 0
E_tot ... -725.21631 a.u.
ΔE to the lowest compared entry with this formula, charge and spin ... 285.1 kJ/mol

Each line ends with the natural charge from an NBO analysis.
Positions of all 19 atoms, in Å:
C (-0.3147, -1.0760, 2.2774)  -0.64
C (0.8996, -1.0587, 1.2136)  -0.21
N (0.3599, -0.9384, -0.1530)  -0.68
C (0.3421, 0.3911, -0.7272)  -0.11
C (-0.9954, 1.1266, 0.1017)  0.41
O (-0.7572, 2.1234, 0.7119)  -0.53
C (0.1402, 0.3330, -2.2684)  -0.55
S (0.3284, 1.8999, -3.1104)  -0.02
H (-1.1863, -1.5981, 2.0046)  0.20
H (-0.5844, 0.0234, 2.4148)  0.21
H (0.0174, -1.4870, 3.2614)  0.21
H (1.4086, -2.0513, 1.2061)  0.19
H (1.6961, -0.2358, 1.4951)  0.21
H (-0.2556, -1.6802, -0.3629)  0.39
H (1.1563, 1.1242, -0.4198)  0.23
H (-2.0324, 0.7547, -0.0786)  0.12
H (0.8764, -0.3318, -2.7533)  0.24
H (-0.8774, -0.0475, -2.5509)  0.21
H (-0.2216, 2.7285, -2.2621)  0.12

Cartesian forces (eV/Å) of the 2 atoms listed first:
2.7 2.4 0.8
-0.6 -0.6 0.7

***

No. 4
CHBrN4 | ωB97M-V/def2-TZVPD

Values from the calculation:
Net charge ... 0
E_tot ... -2831.62757 a.u.
ΔE to the lowest compared entry with this formula, charge and spin ... 70.1 kJ/mol

Each line ends with the natural charge from an NBO analysis.
Positions of all 7 atoms, in Å:
Br (-2.9498, 0.5997, 0.0256)  0.24
N (-0.8555, -0.0635, 0.0236)  0.02
N (0.0124, 0.9064, -0.0314)  -0.27
C (1.1423, 0.2368, -0.0303)  0.09
N (0.9026, -1.0938, 0.0246)  -0.25
N (-0.3671, -1.2607, 0.0571)  -0.05
H (2.1152, 0.6751, -0.0692)  0.22

Cartesian forces (eV/Å) of the 2 atoms listed first:
3.5 -1.5 0.0
-3.6 2.2 0.0

***

No. 5
C3H10F6INO2P2S | ωB97M-V/def2-TZVPD

Values from the calculation:
Net charge ... 0
E_tot ... -2303.44950 a.u.

Each line ends with the natural charge from an NBO analysis.
Positions of all 26 atoms, in Å:
C (1.5324, -0.5836, 1.7712)  -0.65
C (0.5546, -0.5888, 0.6132)  -0.08
O (-0.0882, 0.6751, 0.3838)  -0.51
C (-0.8665, 1.1660, 1.3799)  -0.11
S (-2.4840, 1.5815, 0.4973)  0.10
I (-3.5749, 2.9319, 2.0574)  0.18
P (-3.8826, -0.3282, 0.4001)  1.39
N (-2.8526, -1.3921, -0.3382)  -1.18
O (-3.8230, -0.8048, 1.9301)  -0.98
H (1.1210, -0.1224, 2.6748)  0.19
H (1.7863, -1.6136, 2.0294)  0.23
H (2.4423, -0.0553, 1.4849)  0.25
H (1.1042, -0.7700, -0.3135)  0.29
H (-0.1708, -1.4124, 0.7149)  0.12
H (-0.5598, 2.1367, 1.7806)  0.22
H (-1.0780, 0.4621, 2.1931)  0.19
H (-2.5840, -1.1402, -1.2879)  0.43
H (-1.9898, -1.6401, 0.1404)  0.40
H (-3.1811, -1.4824, 2.1770)  0.51
F (3.0504, 0.4321, -4.5018)  -0.59
P (2.6879, 0.4472, -2.9181)  2.60
F (2.8266, 0.6964, -1.2683)  -0.62
F (4.0573, -0.4072, -2.7833)  -0.58
F (1.1412, 0.7486, -3.4094)  -0.60
F (2.9106, 2.0518, -2.9686)  -0.58
F (1.9205, -0.9882, -2.4389)  -0.62

Cartesian forces (eV/Å) of the 2 atoms listed first:
-0.1 0.1 0.1
0.7 -0.4 -0.4

***

No. 6
C30H35N7OS5SiZr | ωB97M-V/def2-TZVPD

Values from the calculation:
Net charge ... 0
E_tot ... -3950.38628 a.u.
ΔE to the lowest compared entry with this formula, charge and spin ... 150.2 kJ/mol

Each line ends with the Mulliken charge.
Positions of all 80 atoms, in Å:
Zr (-0.2047, -0.3313, 1.2040)  -0.79
C (0.2340, -2.5404, 4.7299)  -0.76
C (-1.0619, -3.0679, 4.7193)  -0.30
C (-2.0851, -2.3378, 4.1715)  -0.38
C (-1.8209, -1.0957, 3.5825)  0.89
N (-0.5343, -0.6532, 3.4462)  -0.59
C (0.4421, -1.3660, 4.0694)  -0.02
N (-2.9169, -0.3074, 3.2617)  -0.62
C (-2.8535, 0.6682, 2.4263)  0.35
N (-1.8047, 0.9700, 1.6070)  -0.27
C (-2.1745, 1.9629, 0.6874)  -0.08
N (-1.4629, 2.4878, -0.2269)  -0.59
C (-0.0714, 2.2496, -0.3648)  -0.35
C (0.5368, 2.7996, -1.4316)  0.03
C (1.9402, 2.5062, -1.6733)  -0.70
C (2.6738, 1.8740, -0.7604)  -0.69
C (2.0908, 1.5350, 0.5894)  1.47
N (0.6111, 1.4763, 0.5772)  -0.25
C (-3.5767, 2.3353, 1.0058)  0.33
C (-4.4113, 3.2817, 0.4459)  -0.16
C (-5.6677, 3.4466, 1.0196)  -0.58
C (-6.0613, 2.6896, 2.1242)  -0.62
C (-5.2127, 1.7402, 2.6801)  -0.15
C (-3.9731, 1.5766, 2.0960)  0.09
H (1.0602, -3.0574, 5.1950)  0.42
H (-1.2601, -4.0380, 5.1569)  0.46
H (-3.1099, -2.6797, 4.1762)  0.47
H (1.4302, -0.9255, 4.0312)  0.45
H (-0.0560, 3.3865, -2.1172)  0.50
H (2.3845, 2.7946, -2.6205)  0.55
H (3.7128, 1.6233, -0.9425)  0.27
H (2.3909, 2.3105, 1.3092)  0.31
H (-4.0877, 3.8673, -0.4046)  0.53
H (-6.3511, 4.1786, 0.6087)  0.41
H (-7.0431, 2.8455, 2.5523)  0.40
H (-5.5067, 1.1467, 3.5361)  0.53
O (-2.3543, -6.9501, 1.7683)  -0.59
C (-1.9515, -5.8388, 1.5547)  0.60
S (-0.2802, -5.3167, 1.8264)  -0.09
C (-0.4825, -3.6699, 1.2635)  0.29
C (-1.7057, -3.3065, 0.8548)  0.23
S (-2.1845, -1.7181, 0.2811)  -0.55
S (-2.9663, -4.5154, 0.9504)  -0.13
S (0.9481, -2.6458, 1.2800)  -0.41
C (5.2288, 1.4993, 1.9905)  -1.11
Si (4.4175, -0.0918, 1.4768)  -0.08
C (4.5260, -1.3374, 2.8520)  -1.03
C (5.2506, -0.7956, -0.0295)  -1.10
C (2.5886, 0.1789, 1.1162)  0.03
H (6.3000, 1.3334, 2.1329)  0.38
H (4.8202, 1.8711, 2.9335)  0.34
H (5.1092, 2.2843, 1.2393)  0.35
H (5.5618, -1.6499, 3.0084)  0.36
H (3.9372, -2.2284, 2.6150)  0.29
H (4.1583, -0.9266, 3.7968)  0.30
H (6.3303, -0.8573, 0.1317)  0.38
H (5.0797, -0.1937, -0.9241)  0.36
H (4.8805, -1.8048, -0.2285)  0.32
H (2.0706, -0.0343, 2.0686)  0.24
H (2.3165, -0.5909, 0.3823)  -0.37
C (1.4863, 0.3056, -6.3119)  -1.28
C (0.9138, 0.9827, -5.0779)  -0.29
N (1.0306, 0.1538, -3.8825)  0.09
C (0.0811, -0.2739, -3.0410)  0.10
S (0.5366, -0.8870, -1.5277)  -0.05
N (-1.2242, -0.2553, -3.3787)  0.05
C (-1.8145, -0.4776, -4.7003)  -0.60
C (-2.7718, 0.6306, -5.1044)  -1.10
H (1.4441, 0.9776, -7.1697)  0.38
H (0.9349, -0.6041, -6.5548)  0.28
H (2.5287, 0.0283, -6.1484)  0.35
H (-0.1267, 1.2507, -5.2231)  0.08
H (1.4515, 1.9131, -4.8809)  0.37
H (1.9559, 0.0496, -3.4939)  0.34
H (-1.8036, -0.5443, -2.6024)  0.15
H (-2.3453, -1.4311, -4.6664)  0.43
H (-1.0174, -0.5966, -5.4286)  0.19
H (-3.5612, 0.7441, -4.3605)  0.32
H (-3.2380, 0.3969, -6.0624)  0.35
H (-2.2587, 1.5894, -5.1930)  0.28

Cartesian forces (eV/Å) of the 2 atoms listed first:
0.6 -0.6 -1.0
-0.2 -0.1 0.1

***

No. 7
C24H24N7Pd | ωB97M-V/def2-TZVPD

Values from the calculation:
Net charge ... +3
E_tot ... -1439.04707 a.u.

Each line ends with the natural charge from an NBO analysis.
Positions of all 56 atoms, in Å:
Pd (1.4807, 0.5424, 0.7844)  1.07
C (1.4988, 4.6323, -0.9707)  -0.22
C (1.9239, 3.4742, -0.3125)  0.13
N (1.0738, 2.6188, 0.2281)  -0.49
C (-0.2552, 2.8761, 0.2749)  0.29
C (-0.7643, 4.0406, -0.3692)  -0.15
C (0.1494, 4.8858, -1.0378)  -0.04
C (-2.1437, 4.3357, -0.2827)  0.05
C (-2.9579, 3.5517, 0.5014)  -0.22
C (-2.4813, 2.4126, 1.1361)  -0.04
C (-1.1442, 1.9888, 1.0191)  0.06
N (-0.5952, 0.8592, 1.5233)  -0.31
C (-1.0327, -0.1602, 2.2953)  0.06
C (-2.3251, -0.3388, 2.8227)  -0.04
C (-2.6966, -1.4887, 3.5058)  -0.22
C (-1.8044, -2.5089, 3.7421)  0.04
C (-0.4518, -2.3521, 3.3622)  -0.15
C (0.5448, -3.2910, 3.7112)  -0.03
C (1.8642, -3.0383, 3.4190)  -0.23
C (2.1714, -1.8826, 2.6928)  0.13
N (1.2399, -1.0419, 2.2766)  -0.50
C (-0.0593, -1.1948, 2.6297)  0.30
H (2.2246, 5.3029, -1.4044)  0.28
H (2.9836, 3.2444, -0.2298)  0.25
H (-0.2186, 5.7495, -1.5741)  0.27
H (-2.5417, 5.1820, -0.8216)  0.27
H (-3.9976, 3.8141, 0.6242)  0.28
H (-3.1892, 1.8585, 1.7220)  0.23
H (-3.0797, 0.4160, 2.7100)  0.23
H (-3.7126, -1.5761, 3.8559)  0.28
H (-2.1181, -3.4172, 4.2346)  0.27
H (0.2652, -4.1973, 4.2306)  0.27
H (2.6544, -3.7055, 3.7317)  0.28
H (3.2054, -1.6425, 2.4529)  0.25
C (1.9870, -1.6277, -1.3722)  -0.09
N (1.6760, -2.3447, -2.5822)  -0.44
C (1.6683, -1.4470, -3.7270)  -0.08
N (0.6259, -0.4551, -3.5020)  -0.44
C (0.9037, 0.3110, -2.3158)  -0.08
N (0.9422, -0.5919, -1.1287)  -0.45
C (-0.3790, -1.2797, -1.0453)  -0.08
N (-0.6346, -2.0115, -2.2567)  -0.44
C (0.3943, -3.0220, -2.4633)  -0.08
C (-0.6709, -1.1076, -3.3976)  -0.08
H (2.9691, -1.1469, -1.4629)  0.22
H (2.0170, -2.3279, -0.5281)  0.21
H (1.4575, -2.0057, -4.6390)  0.24
H (2.6387, -0.9536, -3.8269)  0.22
H (0.1150, 1.0591, -2.1753)  0.20
H (1.8662, 0.8258, -2.4234)  0.22
H (-1.1663, -0.5323, -0.8950)  0.20
H (-0.3792, -1.9689, -0.1936)  0.20
H (0.1830, -3.5849, -3.3723)  0.24
H (0.4105, -3.7097, -1.6151)  0.21
H (-1.4551, -0.3609, -3.2532)  0.20
H (-0.8801, -1.6675, -4.3083)  0.24

Cartesian forces (eV/Å) of the 2 atoms listed first:
-1.2 0.5 1.2
-0.1 0.0 0.2

***

No. 8
CHN3O4 | ωB97M-V/def2-TZVPD

Values from the calculation:
Net charge ... 0
E_tot ... -503.62997 a.u.
ΔE to the lowest compared entry with this formula, charge and spin ... 226.7 kJ/mol

Each line ends with the natural charge from an NBO analysis.
Positions of all 9 atoms, in Å:
C (-1.7968, 1.6186, 0.4313)  0.70
N (-1.2000, 0.6205, 0.7858)  -0.62
N (0.7312, 0.4900, -0.1545)  -0.01
N (1.1457, -1.8152, -0.0500)  0.72
O (-2.3634, 2.5988, 0.0647)  -0.53
O (1.9623, -1.4682, 0.7082)  -0.24
O (0.6929, -2.8272, -0.3984)  -0.23
O (0.6075, -0.5849, -0.8516)  -0.21
H (0.2206, 1.3676, -0.5356)  0.42

Cartesian forces (eV/Å) of the 2 atoms listed first:
0.1 0.9 -0.6
1.2 -0.3 -0.3